Entry 1:
{"formula": "C4H16O8", "method": "the ωB97M-V functional and the def2-TZVPD basis", "species": ["O", "C", "O", "C", "C", "C", "O", "H", "H", "H", "H", "H", "H", "H", "H", "O", "H", "H", "O", "H", "H", "O", "H", "H", "O", "H", "H", "O"], "positions_angstrom": [[2.439, -0.957, -1.951], [1.758, 0.091, -2.112], [0.981, 0.321, -3.077], [1.721, 1.157, -0.984], [2.153, 0.673, 0.421], [0.897, 0.586, 1.423], [-0.347, 0.592, 0.830], [0.676, 1.450, -0.944], [2.329, 1.969, -1.409], [2.775, 1.489, 0.790], [2.708, -0.258, 0.345], [0.984, -0.307, 2.097], [0.984, 1.452, 2.102], [-3.221, 0.648, 0.016], [-3.002, -0.378, 1.171], [-3.656, 0.139, 0.721], [-1.040, 0.277, -0.998], [-1.798, -0.072, -2.348], [-1.892, 0.015, -1.390], [1.509, -2.527, -1.820], [0.111, -2.279, -2.247], [0.734, -3.016, -2.199], [-0.913, -0.916, 1.171], [-1.712, -2.127, 0.625], [-1.332, -1.797, 1.431], [-1.209, 0.838, 3.416], [-1.167, 1.302, 1.993], [-1.466, 1.633, 2.928]], "atomic_forces_ev_per_a": [[0.5, 0.4, 0.2], [-1.1, -0.6, 0.1], [0.4, 0.1, 0.0], [0.2, -1.0, -0.3], [-1.2, 1.0, -0.1], [0.6, -0.1, -0.2], [-0.2, -0.3, -0.2], [0.1, 0.4, 0.0], [-0.1, 0.1, 0.5], [0.4, -0.3, 0.4], [0.0, 0.0, 0.0], [0.4, 0.2, -0.4], [0.1, 0.1, 0.0], [0.3, -0.7, 0.4], [1.0, -0.3, 0.2], [-1.5, 0.8, -0.4], [0.2, 0.0, 0.2], [0.5, 0.2, 0.4], [-0.5, -0.2, -0.5], [-0.4, -0.1, -0.7], [0.0, -0.1, -0.2], [0.2, 0.1, 0.6], [0.0, 0.1, -0.2], [-0.1, -0.1, -0.6], [0.1, 0.2, 0.7], [-0.2, 0.3, 0.1], [-0.1, 0.4, 0.4], [0.2, -0.5, -0.4]], "lowdin_charge": [-0.1067, -0.7101, -0.1011, -0.1405, -0.1560, -0.3674, -0.3606, 0.0785, 0.0966, 0.0702, 0.0801, 0.0975, 0.0795, 0.0097, -0.0275, -0.0954, 0.0095, 0.0374, -0.0811, 0.0081, 0.0037, -0.1269, -0.0137, 0.0057, -0.1220, 0.0041, -0.0031, -0.1686], "homo_ev": -1.72, "lumo_ev": 6.1, "orbital_gap_ev": 7.85, "charge": -2, "e_above_lowest_ev": 0.160, "max_force_ev_per_a": 1.8, "e_tot_ev": -20788.58132}


Entry 2:
{"formula": "C4H7NO3", "method": "the ωB97M-V functional and the def2-TZVPD basis", "species": ["N", "C", "C", "O", "C", "C", "O", "O", "H", "H", "H", "H", "H", "H", "H"], "positions_angstrom": [[-0.263, 0.394, 1.494], [0.362, -0.333, 0.451], [-0.368, -1.732, 0.557], [-1.462, -1.780, -0.216], [0.072, 0.272, -0.964], [0.552, 1.750, -1.285], [0.645, 2.587, -0.363], [0.902, 2.037, -2.447], [-0.136, 1.416, 1.216], [-1.155, 0.108, 1.631], [1.516, -0.379, 0.692], [0.411, -2.509, 0.310], [-0.429, -1.861, 1.623], [0.397, -0.341, -1.748], [-1.045, 0.372, -0.950]], "atomic_forces_ev_per_a": [[3.9, 4.4, 0.4], [1.2, -1.0, -0.9], [1.6, 0.1, -2.3], [-0.6, -0.6, 0.8], [-0.9, 2.4, 1.7], [1.1, -0.7, 0.3], [-0.6, 0.3, 1.7], [-0.2, -0.6, -1.3], [-0.8, -1.4, 0.7], [-3.4, -0.7, 0.1], [-1.8, -0.1, -0.6], [0.1, -0.2, -0.4], [-0.7, -0.2, 1.4], [0.3, -1.1, -1.1], [0.9, -0.5, -0.4]], "lowdin_charge": [-0.0136, -0.4246, -0.5449, -0.3724, -0.0980, -0.7584, -0.1318, -0.1391, 0.0697, -0.0007, 0.1321, 0.0559, 0.0450, 0.0691, 0.1118], "smiles": "N[C@@H](C[O-])CC(=O)[O-]", "homo_ev": 0.68, "lumo_ev": 7.2, "orbital_gap_ev": 6.52, "charge": -2, "e_above_lowest_ev": 1.298, "max_force_ev_per_a": 5.9, "e_tot_ev": -11891.64660}


Entry 3:
{"formula": "C28H40BIN6RuS5", "method": "the ωB97M-V functional and the def2-TZVPD basis", "species": ["Ru", "C", "C", "C", "C", "N", "C", "C", "N", "B", "N", "C", "C", "N", "C", "S", "C", "C", "C", "C", "N", "C", "C", "N", "C", "S", "C", "C", "C", "C", "C", "S", "H", "H", "H", "H", "H", "H", "H", "H", "H", "H", "H", "H", "H", "H", "H", "H", "H", "H", "H", "H", "H", "H", "H", "H", "H", "H", "H", "H", "H", "H", "H", "H", "H", "H", "S", "C", "C", "C", "C", "C", "C", "S", "H", "H", "H", "H", "I", "C", "H", "H"], "positions_angstrom": [[-0.474, 0.980, 0.331], [-1.582, -0.630, -5.969], [-1.486, 0.259, -4.729], [-1.445, 1.715, -5.193], [-2.690, -0.024, -3.829], [-0.239, -0.081, -3.990], [0.584, -1.159, -4.286], [1.472, -1.264, -3.283], [1.212, -0.278, -2.357], [2.021, -0.331, -0.993], [1.625, 0.788, -0.002], [2.371, 1.978, -0.225], [2.562, 2.609, 0.928], [1.979, 1.922, 1.974], [1.291, 0.769, 1.426], [1.413, -0.739, 2.426], [2.324, 2.237, 3.375], [2.584, 3.748, 3.472], [1.163, 1.947, 4.326], [3.591, 1.491, 3.815], [1.829, -1.751, -0.439], [2.838, -2.652, -0.191], [2.274, -3.784, 0.260], [0.897, -3.581, 0.302], [0.644, -2.306, -0.118], [-0.814, -1.442, -0.222], [0.007, -4.673, 0.782], [0.419, -5.018, 2.215], [0.211, -5.874, -0.147], [-1.471, -4.305, 0.775], [0.162, 0.455, -2.796], [-0.525, 1.813, -2.022], [-2.473, -0.336, -6.523], [-1.685, -1.684, -5.706], [-0.720, -0.504, -6.627], [-2.326, 1.918, -5.806], [-0.554, 1.892, -5.799], [-1.438, 2.398, -4.349], [-3.609, 0.194, -4.377], [-2.667, 0.580, -2.923], [-2.697, -1.076, -3.536], [0.478, -1.749, -5.175], [2.269, -1.973, -3.142], [3.199, -0.232, -1.262], [2.652, 2.259, -1.223], [3.023, 3.569, 1.063], [1.752, 4.300, 3.032], [3.515, 4.044, 2.987], [2.670, 4.016, 4.526], [0.274, 2.491, 4.004], [1.445, 2.280, 5.328], [0.939, 0.889, 4.396], [4.373, 1.606, 3.060], [3.393, 0.429, 3.953], [3.959, 1.902, 4.759], [3.869, -2.399, -0.360], [2.725, -4.713, 0.553], [1.441, -5.395, 2.269], [-0.247, -5.788, 2.610], [0.343, -4.137, 2.853], [1.236, -6.244, -0.121], [-0.032, -5.599, -1.174], [-0.449, -6.686, 0.161], [-1.695, -3.487, 1.454], [-2.021, -5.191, 1.102], [-1.818, -4.022, -0.217], [-0.529, 3.112, 1.285], [-2.195, 3.621, 1.062], [-2.570, 4.957, 1.222], [-3.889, 5.356, 1.079], [-4.868, 4.414, 0.772], [-4.512, 3.083, 0.620], [-3.188, 2.670, 0.766], [-2.760, 0.965, 0.610], [-1.800, 5.685, 1.454], [-4.154, 6.400, 1.196], [-5.900, 4.718, 0.645], [-5.264, 2.340, 0.379], [-0.337, -1.832, 4.905], [-0.289, -0.774, 3.029], [-0.952, -1.317, 2.365], [-0.660, 0.232, 3.203]], "atomic_forces_ev_per_a": [[0.6, -0.3, 0.2], [0.0, 0.0, 0.0], [0.0, 0.0, 0.0], [0.0, 0.0, 0.0], [0.0, 0.0, 0.0], [0.0, 0.0, 0.0], [0.0, 0.0, 0.0], [0.0, 0.0, 0.0], [0.0, 0.1, 0.0], [-0.1, -0.1, -0.1], [0.0, 0.0, 0.1], [0.0, -0.1, 0.0], [0.0, 0.1, 0.0], [0.2, -0.1, -0.1], [-0.1, 0.0, -0.1], [0.0, 0.1, 0.0], [-0.1, 0.1, 0.0], [0.0, 0.0, 0.0], [0.0, 0.0, 0.0], [0.0, 0.0, 0.0], [0.1, 0.0, 0.0], [0.0, 0.0, 0.0], [0.0, 0.0, 0.0], [0.0, 0.0, 0.0], [-0.1, 0.0, 0.1], [-0.4, 0.1, -0.2], [0.0, 0.0, 0.0], [0.0, 0.0, 0.0], [0.0, 0.0, 0.0], [0.0, 0.0, 0.0], [0.1, -0.1, 0.0], [0.1, -0.1, 0.1], [0.0, 0.0, 0.0], [0.0, 0.0, 0.0], [0.0, 0.0, 0.0], [0.0, 0.0, 0.0], [0.0, 0.0, 0.0], [0.0, 0.0, 0.0], [0.0, 0.0, 0.0], [0.0, 0.0, 0.0], [0.0, 0.0, 0.0], [0.0, 0.0, 0.0], [0.0, 0.0, 0.0], [0.0, 0.0, 0.0], [0.0, 0.0, 0.0], [0.0, 0.0, 0.0], [0.0, 0.0, 0.0], [0.0, 0.0, 0.0], [0.0, 0.0, 0.0], [0.0, 0.0, 0.0], [0.0, 0.0, 0.0], [0.1, 0.0, 0.0], [0.0, 0.0, 0.0], [0.0, 0.0, 0.0], [0.0, 0.0, 0.0], [0.0, 0.0, 0.0], [0.0, 0.0, 0.0], [0.0, 0.0, 0.0], [0.0, 0.0, 0.0], [0.0, 0.0, 0.0], [0.0, 0.0, 0.0], [0.0, 0.0, 0.0], [0.0, 0.0, 0.0], [0.0, 0.0, 0.0], [0.0, 0.0, 0.0], [0.0, 0.0, 0.0], [-0.3, 0.4, -0.2], [-0.1, -0.2, 0.0], [0.0, 0.0, 0.0], [0.0, 0.0, 0.0], [0.0, 0.0, 0.0], [0.0, 0.0, 0.0], [0.1, 0.1, 0.0], [-0.1, 0.1, 0.1], [0.0, 0.0, 0.0], [0.0, 0.0, 0.0], [0.0, 0.0, 0.0], [0.0, 0.0, 0.0], [0.0, 0.0, 0.0], [0.0, -0.1, 0.0], [0.0, 0.0, 0.0], [0.0, 0.0, 0.0]], "lowdin_charge": [0.3663, -0.0665, -0.5541, -0.0555, -0.0378, -0.0015, -0.0519, -0.0677, 0.0354, -0.6221, -0.1224, -0.1288, -0.1333, -0.1180, -0.6417, 0.8255, -0.5688, -0.0612, -0.0593, -0.0471, -0.0124, -0.0654, -0.0616, 0.0087, -0.6577, 0.6797, -0.5454, -0.0318, -0.0369, -0.0798, -0.6606, 0.6797, 0.0850, 0.0822, 0.0838, 0.0829, 0.0879, 0.0263, 0.0866, 0.0400, 0.0887, 0.1014, 0.1193, 0.1216, 0.1118, 0.1110, 0.0755, 0.0725, 0.0815, 0.0658, 0.0872, -0.0017, 0.0829, 0.0448, 0.0793, 0.1191, 0.1102, 0.0762, 0.0893, 0.0367, 0.0715, 0.0922, 0.0847, 0.0604, 0.0871, 0.0634, 0.6501, -0.6773, -0.1488, -0.1341, -0.1357, -0.1522, -0.6911, 0.4858, 0.0871, 0.0837, 0.0827, 0.0868, 0.7094, -0.9786, -0.0678, -0.0128], "homo_ev": [-2.75, -3.24], "lumo_ev": [2.2, 2.2], "orbital_gap_ev": [4.96, 5.44], "s_squared": 0.758, "charge": -1, "spin_multiplicity": 2, "e_above_lowest_ev": 0.266, "max_force_ev_per_a": 0.7, "e_tot_ev": -104168.20584}